(1)
This record from the Open Molecules 2025 dataset describes 12 unconnected molecules or ions with the total composition C36H84N12O12 at a distorted geometry. The level of theory is ωB97M-V/def2-TZVPD.

Calculated values
**Total charge**: 0
**2S+1**: 1
**Energy relative to the best compared isomer or geometry (same formula, charge and spin)**: 308.8 kJ/mol
**SMILES**: CNC(C)=O.CNC(C)=O.CNC(C)=O.CNC(C)=O.CNC(C)=O.CNC(C)=O.CNC(C)=O.CNC(C)=O.CNC(C)=O.CNC(C)=O.CNC(C)=O.CNC(C)=O

Atoms and positions in Å:
C: 1.32 5.94 3.05
N: 0.77 4.65 3.19
C: -0.57 4.37 3.19
C: -0.88 2.93 3.22
O: -1.46 5.21 2.99
H: 2.02 6.27 3.91
H: 0.50 6.63 3.09
H: 1.76 6.06 2.04
H: 1.33 3.82 3.11
H: -1.96 2.80 3.20
H: -0.48 2.53 4.14
H: -0.38 2.40 2.44
C: -1.62 -5.82 5.57
N: -1.65 -4.46 5.97
C: -1.06 -3.51 5.29
C: -1.32 -2.05 5.69
O: -0.22 -3.82 4.39
H: -0.59 -6.28 5.62
H: -1.85 -5.83 4.50
H: -2.36 -6.37 6.16
H: -2.37 -4.18 6.68
H: -2.40 -1.85 5.51
H: -0.66 -1.30 5.27
H: -1.11 -1.90 6.73
C: -0.62 -0.56 1.56
N: -1.09 0.36 0.58
C: -1.79 0.04 -0.56
C: -2.03 1.16 -1.54
O: -2.18 -1.10 -0.66
H: -1.15 -0.67 2.46
H: 0.38 -0.16 1.71
H: -0.49 -1.57 1.12
H: -0.62 1.29 0.58
H: -1.88 0.77 -2.54
H: -1.34 2.01 -1.40
H: -3.05 1.60 -1.47
C: -2.92 -1.07 -4.38
N: -3.95 -0.53 -3.58
C: -4.33 0.75 -3.81
C: -5.34 1.39 -2.96
O: -3.76 1.39 -4.65
H: -2.76 -2.12 -4.02
H: -2.01 -0.51 -4.15
H: -3.16 -1.16 -5.44
H: -4.14 -0.91 -2.70
H: -6.28 1.57 -3.55
H: -5.04 2.41 -2.73
H: -5.58 0.86 -2.03
C: -2.19 -5.14 1.01
N: -0.71 -5.06 1.03
C: 0.18 -5.23 -0.01
C: -0.45 -5.82 -1.26
O: 1.39 -5.03 0.16
H: -2.46 -6.12 0.60
H: -2.64 -4.41 0.35
H: -2.61 -4.95 2.01
H: -0.42 -4.71 1.96
H: -0.65 -6.86 -0.99
H: 0.31 -5.79 -2.13
H: -1.41 -5.35 -1.52
C: -2.40 4.73 -3.90
N: -2.45 3.99 -5.10
C: -1.30 3.42 -5.59
C: -1.43 2.65 -6.88
O: -0.26 3.59 -4.95
H: -3.26 5.42 -3.89
H: -1.40 5.15 -3.76
H: -2.57 4.15 -2.95
H: -3.30 3.48 -5.31
H: -2.47 2.50 -7.15
H: -0.98 1.64 -6.82
H: -1.09 3.25 -7.72
C: -3.77 6.85 0.10
N: -3.51 5.64 0.78
C: -4.06 4.50 0.30
C: -3.92 3.38 1.23
O: -4.66 4.39 -0.74
H: -4.87 6.91 -0.12
H: -3.30 6.86 -0.88
H: -3.46 7.79 0.60
H: -3.10 5.54 1.73
H: -2.93 2.88 1.05
H: -4.72 2.60 1.18
H: -3.84 3.77 2.23
C: 2.96 -1.96 -0.59
N: 4.09 -2.93 -0.80
C: 4.33 -3.33 -2.05
C: 5.36 -4.35 -2.19
O: 3.79 -2.88 -3.01
H: 2.89 -1.72 0.46
H: 2.01 -2.34 -0.94
H: 3.21 -1.10 -1.25
H: 4.34 -3.46 -0.03
H: 5.08 -5.32 -1.73
H: 6.30 -4.03 -1.74
H: 5.70 -4.44 -3.18
C: 2.25 -0.48 4.34
N: 3.20 0.01 3.35
C: 2.91 1.03 2.50
C: 3.74 1.40 1.31
O: 1.95 1.78 2.75
H: 1.32 -0.80 3.80
H: 2.00 0.28 5.12
H: 2.73 -1.31 4.86
H: 3.93 -0.73 3.16
H: 3.83 2.57 1.34
H: 3.30 1.13 0.37
H: 4.79 1.10 1.39
C: 3.90 -6.19 4.50
N: 4.33 -4.86 4.60
C: 4.09 -3.97 3.57
C: 3.01 -4.41 2.64
O: 4.65 -2.83 3.56
H: 4.67 -6.77 5.04
H: 3.95 -6.59 3.43
H: 2.92 -6.29 4.86
H: 5.16 -4.72 5.17
H: 3.44 -5.08 1.93
H: 2.52 -3.55 2.21
H: 2.27 -4.94 3.27
C: -0.22 5.36 -1.32
N: 0.26 4.11 -1.78
C: 0.62 3.02 -1.04
C: 1.25 2.03 -1.95
O: 0.43 2.91 0.19
H: -1.30 5.31 -1.00
H: -0.17 6.05 -2.17
H: 0.44 5.90 -0.54
H: 0.17 3.93 -2.81
H: 1.06 2.22 -3.04
H: 0.84 1.05 -1.81
H: 2.30 1.91 -1.80
C: 3.28 1.03 -4.44
N: 2.71 -0.27 -4.07
C: 1.34 -0.45 -4.31
C: 0.87 -1.66 -3.55
O: 0.62 0.34 -4.87
H: 3.73 1.51 -3.61
H: 2.49 1.59 -4.81
H: 4.04 0.98 -5.27
H: 3.15 -1.06 -3.62
H: 1.68 -2.35 -3.28
H: 0.06 -2.21 -3.99
H: 0.51 -1.27 -2.60

=====

(2)
This record from the Open Molecules 2025 dataset describes 12 unconnected molecules or ions with the total composition C36H84N12O12 at a distorted geometry. The level of theory is ωB97M-V/def2-TZVPD.

Calculated values
**Total charge**: 0
**2S+1**: 1
**Energy relative to the best compared isomer or geometry (same formula, charge and spin)**: 1176.7 kJ/mol
**SMILES**: CN(C)C=O.CN(C)C=O.CN(C)C=O.CN(C)C=O.CN(C)C=O.CN(C)C=O.CN(C)C=O.CN(C)C=O.CN(C)C=O.CN(C)C=O.CN(C)C=O.CN(C)C=O

Atoms and positions in Å:
C: -1.78 -0.30 5.27
N: -1.74 -1.45 4.41
C: -0.85 -1.50 3.28
C: -2.81 -2.34 4.43
O: -3.86 -2.19 5.05
H: -0.78 -0.14 5.67
H: -2.59 -0.11 5.99
H: -2.05 0.46 4.54
H: -0.41 -0.54 3.00
H: -0.03 -2.17 3.50
H: -1.45 -1.87 2.44
H: -2.85 -3.22 3.77
C: 5.35 1.57 1.92
N: 4.42 2.61 1.51
C: 3.40 2.81 2.45
C: 4.64 3.26 0.34
O: 3.88 4.17 -0.01
H: 6.21 1.60 1.26
H: 4.92 0.57 2.06
H: 5.85 1.83 2.85
H: 3.63 3.34 3.38
H: 2.58 3.44 2.10
H: 2.91 1.92 2.84
H: 5.50 2.92 -0.26
C: -1.10 -0.80 -4.31
N: -2.35 -1.17 -4.89
C: -2.23 -2.42 -5.76
C: -3.36 -0.23 -5.11
O: -4.26 -0.24 -5.97
H: -1.41 -0.41 -3.35
H: -0.47 -0.27 -5.03
H: -0.44 -1.66 -4.18
H: -1.54 -2.26 -6.59
H: -1.89 -3.28 -5.19
H: -3.24 -2.51 -6.15
H: -3.30 0.65 -4.46
C: -6.20 -0.49 -2.99
N: -6.25 0.89 -2.50
C: -5.20 1.86 -2.71
C: -7.40 1.29 -1.93
O: -7.66 2.44 -1.67
H: -5.15 -0.67 -3.19
H: -6.88 -0.52 -3.85
H: -6.46 -1.32 -2.33
H: -5.55 2.77 -2.22
H: -4.20 1.56 -2.40
H: -5.14 1.95 -3.80
H: -8.08 0.44 -1.78
C: -1.09 5.35 1.57
N: -1.59 6.35 2.53
C: -3.05 6.11 2.75
C: -0.92 7.41 3.08
O: -1.40 8.10 4.01
H: -1.52 5.49 0.57
H: -1.15 4.34 1.97
H: -0.07 5.36 1.19
H: -3.17 5.35 3.53
H: -3.47 6.94 3.32
H: -3.65 6.02 1.85
H: 0.10 7.55 2.70
C: 0.85 1.18 0.86
N: 0.04 0.51 -0.04
C: 0.55 -0.48 -0.93
C: -1.24 0.98 -0.15
O: -2.09 0.57 -0.97
H: 1.23 0.51 1.63
H: 0.43 2.01 1.44
H: 1.75 1.54 0.36
H: 1.23 0.00 -1.65
H: 1.18 -1.26 -0.50
H: -0.15 -1.02 -1.56
H: -1.60 1.63 0.67
C: 6.42 -1.51 0.43
N: 5.15 -2.19 0.68
C: 5.22 -3.49 1.27
C: 3.99 -1.62 0.37
O: 2.96 -2.03 0.87
H: 6.82 -1.01 1.31
H: 6.26 -0.86 -0.43
H: 7.21 -2.12 -0.02
H: 6.09 -3.67 1.91
H: 4.32 -3.81 1.80
H: 5.36 -4.17 0.43
H: 3.94 -0.71 -0.24
C: 0.81 -4.84 0.12
N: 0.92 -4.60 -1.35
C: 2.20 -4.24 -1.82
C: -0.23 -4.75 -2.09
O: -0.34 -4.52 -3.29
H: 0.55 -3.88 0.56
H: 1.78 -4.94 0.62
H: -0.03 -5.48 0.41
H: 2.13 -3.59 -2.69
H: 2.72 -3.71 -1.03
H: 2.83 -5.09 -2.08
H: -1.03 -5.27 -1.56
C: -4.09 -4.77 0.06
N: -3.75 -3.53 -0.75
C: -2.58 -2.81 -0.29
C: -4.29 -3.35 -1.97
O: -5.20 -4.01 -2.43
H: -5.15 -5.00 0.18
H: -3.64 -4.66 1.05
H: -3.57 -5.65 -0.30
H: -2.26 -2.01 -0.96
H: -2.78 -2.26 0.63
H: -1.75 -3.48 -0.07
H: -3.80 -2.51 -2.49
C: -4.97 5.31 -0.60
N: -5.16 4.21 0.34
C: -6.41 4.28 1.15
C: -4.22 3.24 0.36
O: -4.34 2.33 1.11
H: -3.93 5.62 -0.61
H: -5.64 6.11 -0.26
H: -5.03 5.17 -1.68
H: -7.15 4.73 0.49
H: -6.73 3.28 1.45
H: -6.28 4.89 2.04
H: -3.52 3.33 -0.48
C: 6.29 1.54 -5.05
N: 5.50 0.51 -4.44
C: 5.97 -0.87 -4.68
C: 4.50 0.88 -3.58
O: 3.94 0.09 -2.81
H: 6.23 1.42 -6.14
H: 7.33 1.50 -4.74
H: 6.01 2.57 -4.84
H: 5.27 -1.40 -4.03
H: 5.77 -1.24 -5.69
H: 7.02 -1.09 -4.46
H: 4.36 1.97 -3.47
C: 5.34 -2.02 4.83
N: 3.88 -2.03 4.74
C: 3.28 -0.93 4.16
C: 3.20 -3.09 5.25
O: 1.99 -3.27 5.14
H: 5.73 -3.01 5.08
H: 5.80 -1.28 5.48
H: 5.70 -1.70 3.86
H: 3.41 -0.11 4.86
H: 3.92 -0.68 3.31
H: 2.24 -1.10 3.89
H: 3.95 -3.84 5.56

=====

| no. | LUMO level (eV) |
| --- | --- |
| 1 | 0.2 |
| 2 | -0.3 |